Record 1
{
  "formula": "C2H6CsO",
  "method": "ωB97M-V/def2-TZVPD",
  "symbols": ["Cs", "C", "C", "O", "H", "H", "H", "H", "H", "H"],
  "coordinates": [[16.613, 1.613, 29.732], [15.181, 3.619, 26.795], [15.563, 3.367, 25.315], [14.969, 2.150, 24.841], [14.162, 3.881, 27.081], [15.918, 4.319, 27.188], [15.376, 2.633, 27.217], [16.633, 3.191, 25.205], [15.391, 4.219, 24.657], [14.011, 2.208, 24.841]],
  "forces_ev_per_angstrom": [[0.0109, -0.0141, -0.0006], [1.1650, -0.5666, -0.6211], [-0.7205, -0.3678, -0.0050], [0.3644, 0.3631, 0.0957], [0.0377, 0.2623, -0.5576], [-0.2502, 0.2447, 0.3110], [-0.0188, -0.1338, 0.4088], [0.0504, -0.0701, 0.4248], [-0.5294, 0.0543, 0.0149], [-0.1096, 0.2280, -0.0708]],
  "energy_ev": -4760.70439,
  "homo_energy_ev": -13.4,
  "gap_ev": 9.4,
  "charge": 1,
  "relative_energy_kcal_mol": 16.9
}

=====

Record 2
{
  "formula": "C3HBr2N3O2",
  "method": "ωB97M-V/def2-TZVPD",
  "symbols": ["O", "N", "O", "C", "N", "C", "Br", "N", "C", "Br", "H"],
  "coordinates": [[-2.305, -0.179, 1.135], [-1.121, -0.464, 1.084], [-0.365, -0.537, 2.022], [-0.449, -0.484, -0.216], [0.846, -1.122, -0.200], [1.624, -0.153, -0.532], [3.401, -0.368, -0.584], [1.123, 1.125, -0.725], [-0.106, 0.960, -0.426], [-1.464, 2.214, -0.659], [-1.183, -0.992, -0.901]],
  "forces_ev_per_angstrom": [[0.4730, -0.6703, -0.3801], [-0.2378, 0.3997, 1.8280], [-0.2212, -0.2461, 0.6865], [-0.5174, -1.1868, -0.8055], [-0.2626, 0.6463, -0.4851], [-0.5728, -1.7723, 0.8363], [1.8822, -0.2078, -0.2574], [-1.1947, 0.9577, 0.4777], [-0.5644, 0.9208, -2.2690], [0.3841, 0.2287, 0.1699], [0.8315, 0.9302, 0.1987]],
  "energy_ev": -151773.07485,
  "homo_energy_ev": -10.7,
  "gap_ev": 9.5,
  "relative_energy_kcal_mol": 18.1
}

=====

Record 3
{
  "formula": "C4H9NOS",
  "method": "ωB97M-V/def2-TZVPD",
  "symbols": ["O", "C", "N", "C", "C", "S", "C", "H", "H", "H", "H", "H", "H", "H", "H", "H"],
  "coordinates": [[2.410, 0.802, -0.456], [1.536, 0.187, -1.055], [0.649, -2.674, -0.786], [1.426, -1.503, -0.528], [0.256, -0.317, -0.440], [-2.787, 1.493, 1.006], [-0.014, 0.249, 0.877], [1.837, -2.150, -1.419], [0.974, -3.496, -0.268], [2.025, -1.494, 0.382], [-0.531, -0.602, -1.120], [1.359, 0.461, -2.108], [-3.807, 2.349, 0.816], [-0.587, 1.197, 0.714], [0.831, 0.501, 1.512], [-0.697, -0.373, 1.467]],
  "forces_ev_per_angstrom": [[0.1331, -0.7514, 0.2303], [-1.4135, 3.8886, -0.8376], [0.7561, 0.1705, -0.4227], [-1.9252, -3.5503, 2.2576], [2.0272, 1.6103, -0.2916], [-0.1176, -0.4374, 0.0529], [-0.5351, -1.2627, 1.0081], [0.1648, 0.7749, -0.8354], [0.0143, 0.1397, 0.5156], [0.2966, -0.0709, -0.2245], [-0.0632, 0.0425, -0.0364], [0.4263, -1.1737, -0.5983], [0.2477, 0.1878, -0.0819], [-0.2441, 0.2212, -0.2193], [0.3840, 0.0148, -0.4515], [-0.1513, 0.1963, -0.0654]],
  "energy_ev": -18656.89594,
  "homo_energy_ev": -7.4,
  "gap_ev": 3.3,
  "relative_energy_kcal_mol": 245.1
}

=====

Record 4
{
  "formula": "C9H9ClF3NO",
  "method": "ωB97M-V/def2-TZVPD",
  "symbols": ["C", "C", "C", "O", "C", "C", "F", "F", "F", "C", "C", "N", "C", "C", "Cl", "H", "H", "H", "H", "H", "H", "H", "H", "H"],
  "coordinates": [[-0.443, -0.157, -1.684], [-0.699, -0.208, -0.212], [-0.041, 0.602, 0.745], [0.774, 1.666, 0.270], [2.196, 1.539, 0.377], [2.795, 1.225, -0.999], [4.160, 1.401, -0.910], [2.679, -0.092, -1.229], [2.072, 1.879, -2.113], [-0.257, 0.552, 2.046], [-1.118, -0.497, 2.468], [-1.798, -1.327, 1.606], [-1.640, -1.163, 0.314], [-2.584, -1.942, -0.553], [-4.312, -2.124, 0.136], [-1.267, 0.226, -2.234], [0.410, 0.475, -1.883], [-0.207, -1.110, -2.123], [2.532, 2.439, 0.801], [2.362, 0.622, 1.037], [0.134, 1.174, 2.751], [-1.092, -0.701, 3.514], [-2.491, -1.475, -1.488], [-2.164, -3.005, -0.638]],
  "forces_ev_per_angstrom": [[0.9658, 0.4591, 0.4089], [-0.7560, -1.2247, 0.9138], [0.8992, 1.2403, -4.3276], [-0.2504, -0.5318, -0.2120], [-2.1507, -2.2150, -0.0356], [-0.2052, -0.3804, -0.5467], [-1.7176, 0.9531, -1.0640], [-0.4090, 0.2980, -0.5065], [2.8599, -1.2136, 2.8870], [-2.9330, -3.6727, 1.2849], [0.4912, -0.3602, -2.0998], [1.1635, 1.2571, 2.8101], [0.4492, 1.8181, 0.3388], [0.7792, -2.3143, 1.2782], [1.7777, 0.4610, -0.9451], [-0.8984, 0.5139, -0.4261], [-0.0955, 0.1823, -0.1440], [0.0721, -0.6553, 0.0893], [0.8937, 1.0264, 0.3785], [0.5462, 1.3290, -0.8064], [1.2513, 1.6908, 1.5966], [-0.7910, -0.3391, 0.5903], [-1.0700, 0.2979, -1.5079], [-0.8722, 1.3800, 0.0451]],
  "energy_ev": -33690.07456,
  "homo_energy_ev": -9.3,
  "gap_ev": 10.0
}

=====

Record 5
{
  "formula": "C4H13NO",
  "method": "ωB97M-V/def2-TZVPD",
  "symbols": ["C", "C", "N", "C", "C", "H", "H", "H", "H", "H", "H", "H", "H", "H", "H", "H", "O", "H", "H"],
  "coordinates": [[1.596, -0.909, -0.333], [0.709, -0.946, 0.816], [-0.327, 0.099, 0.629], [-1.623, -0.341, 0.266], [-0.267, 1.247, 1.519], [2.008, 0.094, -0.509], [2.662, -1.453, -0.105], [1.117, -1.257, -1.290], [1.426, -0.601, 1.649], [-0.029, -1.960, 0.860], [-2.302, -0.522, 1.204], [-1.646, -1.404, -0.280], [-1.976, 0.456, -0.386], [-0.604, 1.523, 2.604], [0.890, 1.248, 1.766], [-0.300, 2.156, 0.938], [-0.125, 0.647, -2.539], [0.121, 0.174, -1.612], [-0.563, 1.371, -2.538]],
  "forces_ev_per_angstrom": [[3.8341, -1.4752, -2.0984], [-2.4416, -0.5642, 1.7773], [0.6136, -0.1823, 1.2741], [-1.7611, -2.3272, 0.5364], [4.5710, 1.1391, 1.2410], [-0.5818, 0.1059, 0.0866], [-2.7741, 0.5131, -0.7805], [0.8169, -0.0415, 0.8333], [-1.7777, -1.3909, -0.2796], [2.9781, 2.0958, 0.6167], [0.7780, 0.5237, -1.5456], [0.3054, 2.5470, 0.8184], [-0.9870, -0.4166, -0.0717], [-0.8127, -1.6624, -1.7798], [-1.9221, 0.3423, -0.3835], [-0.6903, 0.4408, -0.1811], [5.9107, -9.9741, 1.9057], [-1.4487, 2.7785, -2.9994], [-4.6106, 7.5484, 1.0302]],
  "energy_ev": -7892.69216,
  "homo_energy_ev": -8.5,
  "gap_ev": 9.4,
  "relative_energy_kcal_mol": 91.5
}

=====

Record 6
{
  "formula": "C6H10",
  "method": "ωB97M-V/def2-TZVPD",
  "symbols": ["C", "C", "C", "C", "C", "C", "H", "H", "H", "H", "H", "H", "H", "H", "H", "H"],
  "coordinates": [[-0.830, 1.049, 1.462], [-0.033, 0.212, 0.512], [-0.896, -0.624, -0.724], [0.299, -0.243, -1.608], [1.094, 0.322, -0.448], [1.158, -0.637, 0.723], [-0.992, 2.115, 1.251], [-0.823, 0.823, 2.540], [-1.517, 0.400, 0.860], [-1.045, -1.709, -0.560], [-1.873, -0.265, -1.137], [0.023, 0.547, -2.312], [0.780, -1.060, -2.141], [1.796, 1.142, -0.522], [1.840, -0.367, 1.527], [1.019, -1.704, 0.577]],
  "forces_ev_per_angstrom": [[-1.0620, -0.8202, -0.7816], [-0.4760, -1.1844, -1.3095], [0.7996, 0.3655, 0.6628], [0.5105, -0.0670, -0.4394], [0.5368, 0.0464, -0.3951], [0.2296, -0.2449, -0.1129], [0.3009, -0.4554, -0.1092], [0.2696, -0.0595, -0.6180], [-2.4674, 1.7856, 2.4765], [0.3271, 0.4879, 0.2394], [0.7701, 0.2820, 0.7819], [0.1086, -0.1286, -0.0088], [0.0248, -0.0532, -0.2132], [0.0374, -0.0439, 0.0336], [-0.2255, 0.0664, -0.1324], [0.3160, 0.0232, -0.0741]],
  "energy_ev": -6380.47955,
  "homo_energy_ev": -9.1,
  "gap_ev": 10.3,
  "relative_energy_kcal_mol": 77.9
}